Formula: C23H21CaCl5NO4Si
Source: OMol25
Level of theory: ωB97M-V/def2-TZVPD

Structure (XYZ):
```
56
Properties=species:S:1:pos:R:3:forces:R:3:mulliken_charge:R:1
Ca -0.094 0.647 0.052 2.448 -0.358 0.466 1.67
Cl -3.622 -0.924 -2.614 -0.077 -0.110 -0.371 -0.25
Cl -2.680 3.724 -2.793 -0.142 0.038 -0.452 -0.19
Cl -2.412 4.889 -0.165 -0.123 0.538 0.228 -0.20
Cl -2.280 0.477 2.348 0.209 -0.023 0.673 -0.19
Cl -7.429 0.758 0.806 -0.400 0.101 0.098 -0.27
Si 3.123 2.100 -0.037 0.346 0.570 0.149 -0.06
O -0.778 1.890 -1.636 0.433 0.158 -1.405 -0.77
O 0.492 -1.354 0.791 0.512 -0.759 0.256 -0.59
O -1.120 2.412 0.478 -0.497 1.459 1.544 -0.84
O -1.830 -0.313 -0.429 -1.600 -1.033 -0.318 -0.43
N 2.186 0.678 0.171 0.671 0.663 -0.122 -0.60
C -1.358 2.486 -0.734 -1.445 1.769 -0.924 0.99
C -2.275 -3.717 0.798 -0.007 0.020 -0.056 -0.74
C 4.111 2.570 1.552 -0.376 -0.267 -0.599 -1.15
C -3.047 -0.100 -0.144 -0.775 -0.162 0.020 -0.42
C 2.714 -0.544 0.391 -0.065 -0.294 0.090 0.58
C 4.558 -2.137 0.588 0.122 -0.181 -0.004 -1.03
C -1.226 -3.772 -1.355 0.007 0.044 0.007 -0.92
C -3.488 0.336 1.134 -0.146 -0.055 -0.556 0.74
C -5.426 -0.056 -0.806 0.091 0.064 0.170 -0.59
C -5.768 0.430 0.447 0.294 -0.046 -0.024 0.38
C -4.099 -0.309 -1.078 0.212 0.103 0.194 0.54
C -2.560 3.395 -1.079 -0.084 -0.347 0.134 0.41
C 3.684 -3.189 0.808 0.040 -0.057 0.000 -0.72
C -0.363 -2.336 0.360 -0.987 -1.182 -0.154 0.29
C -0.302 -2.833 -0.937 0.254 0.234 0.221 0.40
C -1.352 -2.780 1.228 0.393 0.150 0.074 -0.30
C -2.216 -4.214 -0.492 -0.057 -0.097 -0.033 -0.40
C 4.410 2.074 -1.473 -0.499 -0.136 0.498 -1.19
C 1.902 3.516 -0.360 0.440 -0.521 0.081 -1.08
C 2.323 -2.921 0.854 -0.212 0.033 0.122 -0.55
C 1.853 -1.638 0.654 1.067 -0.500 0.234 0.21
C -4.804 0.629 1.423 -0.077 -0.159 -0.131 -0.81
C 4.090 -0.856 0.393 -0.090 -0.107 0.032 -0.27
H 0.456 -2.451 -1.611 0.020 -0.066 -0.013 0.50
H 1.156 3.540 0.429 -0.156 0.087 0.153 0.23
H 4.044 -4.197 0.955 0.019 -0.043 0.013 0.38
H 4.812 3.061 -1.683 -0.002 0.262 0.066 0.37
H 3.460 2.539 2.422 -0.186 -0.018 0.147 0.30
H 5.249 1.422 -1.250 0.155 -0.098 0.046 0.39
H -1.403 -2.360 2.224 0.022 -0.001 0.010 0.43
H 2.403 4.478 -0.384 0.149 0.178 0.016 0.50
H 4.792 -0.055 0.232 0.108 0.104 -0.039 0.16
H 4.525 3.572 1.488 0.087 0.213 -0.104 0.35
H 5.625 -2.324 0.562 0.053 0.015 0.005 0.38
H 4.929 1.881 1.736 0.169 -0.149 0.022 0.37
H -2.944 -4.939 -0.830 -0.044 -0.037 -0.019 0.39
H 1.382 3.383 -1.303 -0.119 -0.037 -0.213 0.24
H -6.181 -0.240 -1.555 -0.043 0.016 -0.050 0.44
H -5.073 0.981 2.405 -0.076 0.056 0.129 0.43
H -3.482 2.904 -0.757 0.166 0.048 -0.070 -0.04
H -1.188 -4.144 -2.368 0.019 -0.010 -0.094 0.36
H 1.619 -3.719 1.061 0.010 0.025 -0.030 0.42
H -3.050 -4.052 1.472 -0.076 -0.011 0.079 0.42
H 3.954 1.706 -2.388 -0.156 -0.085 -0.195 0.32
```
Positions in Å, forces in eV/Å.

Calculated values
- Charge: -1
- LUMO energy: 2.598 eV

Formula: C7H14
Source: OMol25
Level of theory: ωB97M-V/def2-TZVPD

Structure (XYZ):
```
21
Properties=species:S:1:pos:R:3:forces:R:3:mulliken_charge:R:1
C -0.144 -1.576 -1.201 0.035 -0.788 -0.141 0.17
C -0.624 -2.280 -0.182 0.270 0.299 0.001 -0.70
C -0.390 -1.943 -2.639 0.055 0.088 0.130 -1.06
C 0.662 2.855 -0.183 -0.614 -0.179 -0.089 -1.19
C 0.059 1.638 0.489 1.114 0.678 0.177 -0.07
C -0.056 0.125 2.499 -0.356 0.450 -0.213 -1.25
C 0.541 1.226 1.661 -0.414 -0.355 -0.319 0.03
H 0.486 -0.819 2.483 0.220 0.070 0.010 0.25
H -0.748 1.160 -0.048 -0.255 -0.180 0.254 0.39
H 1.092 2.634 -1.161 0.014 -0.053 -0.018 0.28
H -1.013 -1.224 -3.174 0.023 0.109 0.085 0.25
H 1.415 3.335 0.437 0.084 -0.089 0.042 0.32
H 0.565 -1.993 -3.165 -0.041 -0.063 -0.090 0.28
H 1.403 1.766 2.036 0.021 -0.055 0.229 0.26
H -0.141 3.579 -0.343 0.110 0.097 -0.109 0.29
H 0.588 -0.803 -0.999 -0.180 0.256 0.004 0.40
H -1.270 -3.141 -0.299 -0.085 0.042 -0.150 0.25
H -0.151 0.454 3.535 0.080 -0.080 0.049 0.39
H -1.066 -0.053 2.127 0.007 -0.218 0.079 0.32
H -0.877 -2.915 -2.696 -0.005 -0.008 -0.069 0.29
H -0.332 -2.024 0.824 -0.083 -0.021 0.139 0.09
```
Positions in Å, forces in eV/Å.

Calculated values
- Charge: 0
- LUMO energy: 1.195 eV
- Structure (SMILES): C/C=C/C.C=CC

Formula: C4H7NO2
Source: OMol25
Level of theory: ωB97M-V/def2-TZVPD

Structure (XYZ):
```
14
Properties=species:S:1:pos:R:3:forces:R:3:mulliken_charge:R:1
O -0.514 -1.373 -0.741 -0.003 0.209 0.111 -0.39
O -0.882 1.597 0.510 -0.068 0.389 -0.042 -0.85
N 0.316 0.347 -2.085 -0.133 -0.107 0.285 -0.34
C -0.291 0.464 0.450 0.323 -0.562 -0.095 1.09
C -1.125 -0.902 0.572 -0.187 -0.090 0.117 -0.60
C 1.061 0.296 1.203 0.064 0.094 0.118 -1.22
C -0.052 -0.173 -0.942 0.013 0.295 -0.312 0.22
H 0.880 0.435 2.272 -0.022 0.009 -0.114 0.34
H 1.739 1.087 0.865 -0.100 -0.077 0.075 0.29
H -2.182 -0.723 0.374 0.151 -0.056 0.081 0.31
H -0.953 -1.600 1.395 0.112 -0.036 -0.320 0.27
H 0.270 -0.125 -2.976 -0.072 -0.045 0.111 0.27
H 1.552 -0.676 1.048 -0.159 0.122 0.013 0.35
H 0.449 1.352 -2.061 0.082 -0.146 -0.029 0.27
```
Positions in Å, forces in eV/Å.

Calculated values
- Charge: 0
- LUMO energy: 0.492 eV

Formula: C30H43AsMnN4PS
Source: OMol25
Level of theory: ωB97M-V/def2-TZVPD

Structure (XYZ):
```
81
Properties=species:S:1:pos:R:3:forces:R:3:mulliken_charge:R:1
As -1.773 0.626 -1.857 -0.907 -0.357 -0.939 0.64
Mn 0.020 1.593 -0.379 -0.065 -0.328 0.022 0.06
S -1.720 2.776 0.464 -0.431 0.085 0.065 -0.58
P 0.782 -0.225 1.435 0.146 -0.609 0.347 2.62
N -1.406 4.857 2.106 -0.071 0.043 -0.008 -0.38
N 1.665 1.634 -1.701 0.209 0.037 0.005 0.29
N 0.518 4.097 1.136 0.096 0.654 0.622 -1.46
N 0.995 3.187 0.276 0.626 0.308 -0.111 0.82
C 2.577 -0.437 3.626 0.010 0.061 -0.012 -0.44
C -5.036 -3.004 -2.425 -0.090 -0.020 -0.019 -0.82
C -0.669 -1.075 2.318 0.148 0.078 -0.208 1.74
C 2.646 2.414 -1.176 0.192 -0.294 -0.411 0.51
C -5.159 -3.421 -3.745 0.058 0.021 -0.011 -0.51
C 2.234 3.263 -0.079 -0.422 0.171 0.238 -0.46
C 1.774 0.394 2.841 -0.013 0.102 -0.127 0.48
C -3.938 -2.259 -2.034 0.187 0.020 -0.018 0.08
C -1.612 -1.638 1.253 0.109 -0.008 0.084 -1.93
C 3.273 0.075 4.709 0.028 -0.079 0.016 -0.98
C 1.940 0.927 -2.798 -0.132 -0.109 0.050 0.12
C 1.286 -1.734 -0.867 0.006 -0.012 0.137 -1.55
C 3.180 1.420 5.033 0.004 0.027 -0.002 -0.72
C -3.093 -2.315 -4.284 0.049 0.184 0.073 -0.41
C -0.773 4.013 1.305 0.265 -0.502 -0.413 0.78
C 2.378 2.254 4.270 0.011 0.020 0.035 -0.68
C 1.891 -1.489 0.528 -0.232 0.185 -0.016 1.73
C 3.923 2.445 -1.715 -0.119 0.145 0.226 -0.76
C -4.186 -3.075 -4.671 -0.119 -0.041 -0.050 -0.71
C -1.683 -1.255 -2.507 0.268 0.086 0.374 -0.52
C -2.951 -1.912 -2.958 -0.194 0.042 -0.082 0.42
C 1.682 1.741 3.185 -0.056 -0.058 -0.059 -0.67
C 3.258 -0.808 0.371 -0.012 -0.012 0.027 -1.62
C -1.781 1.630 -3.527 0.179 0.195 0.174 -1.21
C -1.387 0.005 3.133 0.060 -0.041 -0.010 -1.71
C 2.059 -2.869 1.168 0.123 -0.013 -0.068 -1.92
C -0.248 -2.185 3.279 -0.020 -0.098 -0.039 -1.57
C -3.627 0.885 -1.345 0.045 0.131 0.244 -1.35
C 3.184 0.925 -3.401 0.161 0.061 0.030 -1.10
C 4.200 1.684 -2.839 -0.110 -0.157 -0.123 -0.50
H -4.274 -3.409 -5.696 0.000 0.036 -0.003 0.42
H -2.527 -2.000 1.727 -0.001 -0.006 -0.016 0.71
H -5.794 -3.277 -1.702 0.021 0.011 0.014 0.43
H -2.336 -2.047 -5.012 0.017 -0.056 0.002 0.38
H 3.786 -0.726 1.318 0.002 0.039 0.040 0.35
H 3.162 0.199 -0.045 0.058 -0.067 0.009 0.20
H -0.890 5.613 2.529 -0.027 -0.001 0.025 0.27
H 3.727 1.814 5.879 -0.005 0.000 -0.001 0.42
H -3.826 -1.957 -0.998 -0.034 -0.070 0.021 0.34
H -4.253 0.352 -2.059 0.081 -0.019 -0.036 0.55
H -1.888 -0.858 0.539 -0.102 0.007 -0.075 -0.16
H 0.165 -3.051 2.768 -0.089 0.085 0.174 0.31
H 5.189 1.689 -3.277 0.002 0.023 0.011 0.47
H 1.043 2.400 2.617 -0.004 0.032 0.033 0.39
H 2.291 3.303 4.520 -0.013 -0.006 -0.010 0.51
H -6.005 -4.021 -4.049 -0.008 0.013 0.006 0.41
H -2.560 1.240 -4.180 -0.037 -0.098 0.062 0.45
H 2.666 -1.489 3.405 0.026 0.033 0.036 0.18
H 2.884 4.005 0.369 0.015 0.047 -0.047 0.52
H -0.950 -1.227 -3.316 0.057 -0.045 0.039 0.59
H 2.479 -2.850 2.169 -0.015 -0.033 -0.036 0.22
H -1.163 -2.476 0.715 -0.033 0.039 -0.036 0.27
H -2.406 4.826 2.202 -0.001 0.031 0.045 0.20
H -2.268 -0.435 3.605 0.016 -0.025 -0.012 0.55
H 2.749 -3.443 0.543 -0.003 -0.007 -0.009 0.52
H -3.827 0.519 -0.340 0.028 -0.028 -0.007 0.35
H 0.466 -1.830 4.019 -0.010 -0.013 0.045 0.35
H -1.720 0.831 2.513 -0.060 0.166 -0.086 0.13
H -0.820 1.577 -4.037 0.013 -0.049 0.009 0.29
H -3.850 1.950 -1.385 0.045 0.000 -0.008 0.54
H 3.889 -0.586 5.304 0.001 0.013 0.000 0.49
H 3.350 0.332 -4.289 -0.016 0.016 -0.009 0.50
H -1.266 -1.828 -1.683 0.101 0.033 -0.025 -0.11
H 0.614 -2.591 -0.847 -0.078 0.044 -0.036 0.56
H 1.116 -3.413 1.193 0.122 -0.012 -0.066 0.51
H 4.683 3.063 -1.256 -0.018 0.016 -0.009 0.52
H 0.726 -0.873 -1.234 0.013 -0.003 -0.081 -0.46
H -1.992 2.674 -3.295 -0.019 -0.010 -0.032 0.44
H 3.882 -1.398 -0.303 -0.044 -0.008 -0.033 0.63
H 2.072 -1.956 -1.591 0.018 -0.029 0.021 0.62
H 1.133 0.335 -3.210 0.007 -0.034 0.030 0.45
H -0.747 0.397 3.925 -0.010 0.006 -0.003 0.43
H -1.138 -2.517 3.819 -0.002 0.012 0.012 0.52
```
Positions in Å, forces in eV/Å.

Calculated values
- Charge: +2
- LUMO energy (alpha / beta): -7.758 / -7.127 eV
- Multiplicity: 5

Formula: C5H10N2O
Source: OMol25
Level of theory: ωB97M-V/def2-TZVPD

Structure (XYZ):
```
18
Properties=species:S:1:pos:R:3:forces:R:3:mulliken_charge:R:1
O -1.538 1.720 0.606 0.570 0.073 -0.545 -0.52
N 0.854 -0.676 2.071 0.176 0.021 -0.049 -0.53
N -0.385 -2.186 -0.026 -0.145 0.054 0.076 -0.50
C 0.092 -0.073 1.056 0.239 1.476 -0.128 0.72
C -0.157 -0.820 -0.152 -0.783 0.272 -1.068 0.68
C -0.209 -0.152 -1.344 0.238 -1.055 0.012 -0.87
C -0.377 1.207 1.124 -0.176 -0.782 1.326 -0.78
C 0.604 1.030 -1.781 -0.268 0.242 0.195 -1.10
H 1.659 -1.185 1.730 0.083 0.098 0.041 0.22
H -0.004 1.883 1.885 -0.022 -0.127 0.179 0.34
H -0.816 -2.477 0.839 -0.061 -0.012 -0.035 0.23
H 1.087 -0.060 2.836 -0.009 -0.039 0.010 0.21
H -1.847 1.121 -0.087 0.042 -0.083 -0.105 0.41
H -0.029 1.813 -2.207 0.091 0.128 0.092 0.29
H 1.305 0.735 -2.567 -0.086 -0.080 -0.007 0.35
H 1.185 1.445 -0.959 -0.078 0.101 -0.012 0.32
H -0.681 -0.674 -2.176 0.153 -0.278 0.002 0.29
H -0.743 -2.650 -0.847 0.035 -0.009 0.017 0.22
```
Positions in Å, forces in eV/Å.

Calculated values
- Charge: 0
- LUMO energy: 0.981 eV
- Structure (SMILES): C/C=C(N)\C(N)=C/O

Formula: ClFH2S
Source: OMol25
Level of theory: ωB97M-V/def2-TZVPD

Structure (XYZ):
```
5
Properties=species:S:1:pos:R:3:forces:R:3:mulliken_charge:R:1
Cl -1.105 -0.433 -0.003 -4.077 -0.211 -0.795 0.06
S 1.331 -0.205 -0.064 4.212 -0.874 0.454 -0.31
F -0.543 1.109 -0.031 -2.182 1.215 -0.099 -0.15
H 0.489 -0.268 0.978 1.722 -0.113 0.541 0.25
H 1.888 0.937 0.362 0.325 -0.016 -0.101 0.15
```
Positions in Å, forces in eV/Å.

Calculated values
- Charge: 0
- LUMO energy: -0.895 eV

Formula: C4H3BrF2
Source: OMol25
Level of theory: ωB97M-V/def2-TZVPD

Structure (XYZ):
```
10
Properties=species:S:1:pos:R:3:forces:R:3:mulliken_charge:R:1
Br -4.207 -1.313 -0.046 0.333 -3.562 -1.275 -0.17
F -0.861 1.626 -1.578 1.059 -1.104 0.380 -0.18
F -0.455 2.987 -0.081 0.574 0.865 1.366 -0.17
C 0.412 0.872 0.301 2.158 -1.768 1.526 -0.11
C 2.962 -2.191 0.133 -1.068 0.855 0.177 -0.27
C 1.887 -1.686 0.124 -3.257 3.087 -0.020 -0.42
C -0.194 1.764 -0.429 -1.835 -0.304 -2.012 0.34
H -4.313 -0.084 0.392 -0.327 3.573 1.275 0.17
H 0.992 0.752 1.233 -0.672 0.323 -1.071 0.39
H 3.777 -2.726 -0.048 3.035 -1.964 -0.345 0.42
```
Positions in Å, forces in eV/Å.

Calculated values
- Charge: 0
- LUMO energy (alpha / beta): -3.788 / -3.787 eV

Formula: C11H8BrN4O3S
Source: OMol25
Level of theory: ωB97M-V/def2-TZVPD

Structure (XYZ):
```
28
Properties=species:S:1:pos:R:3:forces:R:3:mulliken_charge:R:1
Br -2.133 2.555 -0.496 0.185 0.445 -0.282 -0.25
S -1.579 -3.187 2.009 -0.049 -1.796 0.887 -0.47
O -2.853 -4.165 6.373 -0.898 -0.052 -0.482 -0.66
O -4.875 -5.288 6.535 1.280 0.621 -1.015 -0.19
O -7.435 -2.602 2.403 0.542 0.238 0.124 -0.39
N -6.032 -5.438 5.820 0.403 1.889 -2.245 -0.49
N -6.815 -4.224 3.871 -0.662 1.183 -1.373 -0.58
N -5.303 -2.486 3.150 2.142 0.137 0.606 -0.40
N -3.914 -4.389 5.831 -0.917 -1.116 -0.015 0.73
C -6.476 -3.132 3.169 -0.845 -1.775 0.857 0.57
C -4.286 -2.945 3.867 -0.678 0.228 -1.140 -0.67
C -7.046 -1.344 1.794 -0.304 -0.084 -0.290 -0.62
C -1.591 0.852 0.101 0.770 -1.021 0.349 0.06
C -0.962 -0.554 1.966 -0.222 -0.117 -0.965 -0.61
C -5.873 -4.640 4.705 1.501 -0.690 2.626 0.51
C -1.425 -1.704 1.253 -0.091 1.521 -0.617 0.18
C -1.021 0.707 1.382 -0.602 -0.329 -0.464 -0.27
C -1.794 -1.541 -0.118 0.420 0.444 0.614 -0.61
C -1.837 -0.281 -0.694 -0.228 0.311 0.520 -0.27
C -4.534 -4.061 4.667 -0.985 -0.891 2.381 0.54
H -0.612 -0.685 2.988 0.035 0.028 -0.249 0.34
H -2.089 -0.171 -1.744 -0.246 0.096 0.152 0.37
H -0.647 1.568 1.917 -0.253 0.159 0.081 0.38
H -6.931 -0.573 2.563 -0.006 -0.161 -0.199 0.29
H -6.105 -1.452 1.245 -0.333 0.089 0.107 0.31
H -7.868 -1.097 1.121 0.071 -0.022 0.113 0.23
H -2.090 -2.427 -0.676 0.180 0.194 0.061 0.33
H -3.273 -2.550 3.799 -0.211 0.470 -0.142 0.63
```
Positions in Å, forces in eV/Å.

Calculated values
- Charge: -1
- LUMO energy: 1.244 eV

Which E belongs to each record? In order, -4513.11620 -275.05470 -361.76264 -5513.82312 -381.21744 -959.26735 -2927.59031 -3840.80788 Eh.